[1]
Computed, not measured: a structure of composition C44H35N6O5P2S6Se2Tl at a distorted geometry, with ωB97M-V/def2-TZVPD.

M, Da: 1344.45
E, eV: -284352.857
Multiplicity: 1
Total charge: -2
Frontier orbital gap, eV: 6.248

Each line ends with the Löwdin charge.
Atoms and positions in Å:
Tl: 1.201 2.103 -1.571  0.8859
C: 3.231 4.786 2.326  -0.0509
C: 2.414 4.086 1.271  -0.3219
N: 2.767 2.969 0.750  0.0029
N: 3.909 2.413 1.191  0.0349
C: 4.129 1.187 0.722  -0.5192
O: 3.455 0.519 -0.086  -0.0939
C: 5.361 0.546 1.293  -0.1428
C: 6.539 1.263 1.469  -0.0390
C: 7.695 0.618 1.877  -0.1093
C: 7.685 -0.747 2.127  -0.1280
C: 6.505 -1.463 1.982  -0.1062
C: 5.350 -0.818 1.570  -0.0314
C: 1.097 4.634 0.935  -0.2258
C: 0.682 5.850 1.500  -0.0245
C: -0.619 6.280 1.337  -0.0821
C: -1.488 5.515 0.577  -0.0749
C: -0.984 4.371 -0.019  -0.1473
N: 0.251 3.936 0.152  0.0303
H: 4.108 4.179 2.537  0.0519
H: 2.646 4.893 3.243  0.0749
H: 3.556 5.777 2.001  0.0735
H: 6.530 2.324 1.265  0.1043
H: 8.620 1.172 1.989  0.0888
H: 8.596 -1.256 2.418  0.0848
H: 6.494 -2.530 2.171  0.0891
H: 4.422 -1.360 1.441  0.1112
H: 1.374 6.435 2.087  0.0929
H: -0.955 7.197 1.809  0.0970
H: -2.525 5.797 0.461  0.0925
H: -1.612 3.760 -0.661  0.1113
Se: -5.307 -1.462 1.244  0.2841
P: -3.967 -2.185 -0.225  0.5508
C: -3.152 -3.742 0.281  -0.3452
C: -3.530 -4.431 1.422  -0.1155
C: -2.889 -5.615 1.754  -0.0950
C: -1.870 -6.102 0.951  -0.1018
C: -1.499 -5.416 -0.196  -0.0858
C: -2.138 -4.237 -0.535  -0.0734
C: -4.892 -2.760 -1.702  -0.3274
C: -4.741 -2.255 -2.990  -0.0709
C: -5.526 -2.754 -4.022  -0.0869
C: -6.459 -3.747 -3.779  -0.1063
C: -6.614 -4.248 -2.494  -0.0969
C: -5.838 -3.756 -1.461  -0.1131
C: -2.662 -1.072 -0.710  -0.4335
C: -1.751 -0.258 0.007  -0.4430
N: -0.979 0.340 -0.919  -0.1044
N: -1.372 -0.055 -2.107  -0.0767
N: -2.372 -0.896 -2.018  -0.0402
P: -1.384 0.057 1.730  0.5334
Se: 0.385 1.093 2.176  0.3817
C: -2.786 0.993 2.400  -0.3739
C: -3.638 1.661 1.528  -0.1240
C: -4.572 2.555 2.027  -0.0886
C: -4.652 2.788 3.390  -0.0991
C: -3.791 2.134 4.261  -0.0895
C: -2.848 1.249 3.767  -0.1145
C: -1.270 -1.589 2.500  -0.3489
C: -0.211 -2.358 2.018  -0.1046
C: 0.127 -3.544 2.641  -0.0810
C: -0.584 -3.960 3.759  -0.1071
C: -1.643 -3.204 4.231  -0.0992
C: -1.998 -2.021 3.599  -0.0914
H: -4.319 -4.028 2.044  0.0599
H: -3.184 -6.155 2.645  0.1001
H: -1.351 -7.010 1.228  0.0966
H: -0.706 -5.799 -0.825  0.1007
H: -1.856 -3.686 -1.425  0.1113
H: -3.991 -1.502 -3.174  0.0712
H: -5.403 -2.356 -5.021  0.0992
H: -7.069 -4.130 -4.589  0.0931
H: -7.348 -5.021 -2.299  0.0951
H: -5.965 -4.132 -0.452  0.0920
H: -3.571 1.475 0.465  0.0997
H: -5.236 3.072 1.346  0.1013
H: -5.375 3.494 3.777  0.0931
H: -3.848 2.323 5.325  0.0957
H: -2.141 0.765 4.428  0.0988
H: 0.351 -1.995 1.164  0.1099
H: 0.952 -4.135 2.268  0.1039
H: -0.308 -4.879 4.262  0.0962
H: -2.193 -3.534 5.103  0.0974
H: -2.845 -1.445 3.947  0.0918
O: 2.950 4.249 -2.199  -0.4413
S: 2.141 4.589 -3.355  0.2890
O: 2.580 3.354 -4.476  -0.7093
O: 0.720 4.439 -3.201  -0.3762
O: 2.554 5.784 -4.040  -0.3080
C: 4.525 -1.543 -3.763  -0.3621
S: 5.724 -0.331 -4.392  0.8051
C: 4.739 0.418 -5.631  -1.0245
C: 3.964 1.509 -5.439  -0.8782
S: 3.806 2.393 -3.929  0.9156
S: 3.066 2.067 -6.834  0.9745
C: 3.662 0.871 -7.964  -1.5006
S: 3.219 0.806 -9.546  0.4742
S: 4.781 -0.236 -7.256  0.8885
H: 5.078 -2.164 -3.064  0.0296
H: 4.150 -2.143 -4.589  0.0340
H: 3.737 -1.018 -3.232  0.0412



[2]
Computed, not measured: a structure of composition C44H36Br2N5OPTi at a distorted geometry, with ωB97M-V/def2-TZVPD.

M, Da: 889.45
E, eV: -228173.568
Multiplicity: 2
Total charge: +3
<S²>: 0.75
ΔE to the lowest compared entry with this formula, charge and spin, eV: 8.2579
Frontier orbital gap (spin up / spin down), eV: 5.902 / 6.067

Each line ends with the Löwdin charge.
Atoms and positions in Å:
Ti: 0.056 -0.280 -0.492  1.0297
N: -0.481 -0.030 1.642  -0.0029
C: -0.103 0.847 2.814  -0.2522
C: -0.553 2.735 3.786  -0.1572
C: 0.292 2.877 5.005  -0.0109
C: 1.161 1.975 5.447  -0.0218
C: 1.476 0.667 4.871  -0.1182
C: 2.364 -0.144 5.586  0.0235
C: 2.686 -1.410 5.146  -0.0156
C: 2.101 -1.852 3.979  -0.1082
N: 1.258 -1.100 3.272  0.0825
C: 0.946 0.130 3.685  -0.1288
H: -0.118 -0.936 1.991  0.0227
H: -1.500 -0.068 1.647  0.0836
H: -1.198 3.599 3.658  0.1593
H: 0.158 3.786 5.578  0.1281
H: 1.695 2.202 6.363  0.1249
H: 2.786 0.224 6.513  0.1342
H: 3.358 -2.047 5.704  0.1250
H: 2.282 -2.849 3.596  0.1059
Br: 4.015 -8.247 0.580  0.8390
C: 3.426 -6.522 0.044  -0.6524
C: 2.836 -6.470 -1.292  -0.0906
C: 2.327 -5.401 -1.904  0.0123
C: 2.287 -4.012 -1.354  -0.3154
C: 3.197 -4.086 0.620  -0.1573
C: 3.593 -5.504 0.893  -0.0835
N: 1.643 -3.006 -2.142  0.1226
C: 0.547 -3.123 -2.750  -0.0949
C: 0.039 -1.851 -3.312  -0.2281
C: -0.525 -1.854 -4.576  0.0243
C: -0.641 -0.663 -5.278  0.0116
C: -0.128 0.484 -4.698  0.0020
C: 0.338 0.425 -3.398  -0.1070
N: 0.366 -0.698 -2.658  0.0099
H: 2.822 -7.412 -1.825  0.1080
H: 1.937 -5.507 -2.910  0.1255
H: 3.478 -3.449 1.451  0.1408
H: 4.053 -5.697 1.853  0.1139
H: -0.006 -4.050 -2.931  0.1494
H: -0.808 -2.798 -5.025  0.1363
H: -1.074 -0.645 -6.269  0.1358
H: -0.109 1.423 -5.234  0.1308
H: 0.702 1.321 -2.920  0.0932
O: -0.981 1.058 -1.092  -0.4577
P: -1.878 2.336 -0.859  0.9806
C: -3.551 1.897 -1.299  -0.2927
C: -3.794 0.652 -1.880  -0.0650
C: -5.090 0.301 -2.220  -0.0416
C: -6.134 1.188 -1.986  -0.0225
C: -5.892 2.424 -1.401  -0.0284
C: -4.602 2.783 -1.051  -0.0852
C: -1.674 2.512 0.924  -0.2402
C: -2.753 2.000 1.770  -0.0669
C: -2.600 1.495 2.999  -0.0021
C: -1.293 1.357 3.699  -0.1271
C: 0.255 2.351 2.519  -0.1268
C: -0.392 2.753 1.247  -0.0164
C: -1.185 3.710 -1.770  -0.2713
C: 0.197 3.800 -1.961  -0.1068
C: 0.735 4.922 -2.566  -0.0391
C: -0.096 5.960 -2.970  -0.0215
C: -1.469 5.869 -2.789  -0.0271
C: -2.018 4.746 -2.192  -0.0454
H: -2.974 -0.028 -2.074  0.0942
H: -5.289 -0.661 -2.671  0.1200
H: -7.143 0.911 -2.261  0.1275
H: -6.710 3.107 -1.216  0.1278
H: -4.417 3.735 -0.566  0.1206
H: -3.753 2.063 1.359  0.1060
H: -3.483 1.197 3.552  0.1339
H: -1.400 0.834 4.647  0.1631
H: 1.312 2.609 2.548  0.1617
H: 0.257 3.177 0.486  0.1067
H: 0.852 3.002 -1.632  0.0885
H: 1.803 4.990 -2.723  0.1228
H: 0.332 6.841 -3.428  0.1280
H: -2.116 6.673 -3.113  0.1275
H: -3.090 4.673 -2.070  0.1001
Br: -0.913 -2.769 0.208  1.0080
C: 1.062 -2.676 0.289  -0.5125
C: 1.716 -3.978 0.157  -0.1353
C: 3.648 -3.523 -0.769  -0.1179
C: 3.783 -2.043 -0.661  0.0431
C: 2.846 -1.189 -0.237  -0.0865
N: 1.497 -1.489 0.084  -0.1385
H: 1.063 -4.799 0.443  0.1538
H: 4.525 -3.990 -1.206  0.1677
H: 4.755 -1.627 -0.898  0.1407
H: 3.069 -0.134 -0.128  0.1219



[3]
Computed, not measured: a structure of composition C44H36Cl3N5O2PS2Se2SiYb at a distorted geometry, with ωB97M-V/def2-TZVPD.

M, Da: 1227.32
E, eV: -296387.530
Multiplicity: 2
Total charge: -2
<S²>: 0.77
ΔE to the lowest compared entry with this formula, charge and spin, eV: 2.4209
Frontier orbital gap (spin up / spin down), eV: 4.166 / 4.566

Each line ends with the Löwdin charge.
Atoms and positions in Å:
Yb: -21.472 -2.328 1.234  0.9404
Se: -21.619 0.390 2.895  0.2153
P: -21.041 0.736 4.991  0.1117
Se: -21.101 -0.760 6.571  0.1788
C: -19.334 1.386 5.002  -0.4298
C: -18.327 0.631 5.556  -0.1551
C: -17.063 1.197 5.748  -0.1021
C: -16.805 2.524 5.402  -0.1169
C: -17.873 3.292 4.927  -0.1140
C: -19.073 2.691 4.566  -0.1033
C: -22.090 2.150 5.504  -0.4113
C: -23.377 2.276 4.872  -0.1324
C: -24.121 3.404 5.059  -0.1157
C: -23.637 4.478 5.791  -0.1294
C: -22.456 4.354 6.445  -0.1018
C: -21.766 3.111 6.421  -0.0973
H: -18.529 -0.375 5.892  0.0284
H: -16.291 0.499 6.115  0.0986
H: -15.797 2.968 5.600  0.1006
H: -17.631 4.337 4.657  0.0980
H: -19.746 3.269 3.928  0.1142
H: -23.892 1.424 4.304  0.0965
H: -25.147 3.396 4.673  0.1061
H: -24.282 5.352 5.832  0.0945
H: -22.119 5.118 7.139  0.0919
H: -20.863 3.025 7.004  0.1035
N: -20.021 -0.295 -2.657  -0.0177
C: -19.690 -1.207 -1.699  -0.1385
N: -20.702 -1.344 -0.832  0.0017
C: -21.670 -0.537 -1.329  -0.3542
N: -21.316 0.083 -2.495  0.0620
C: -22.920 -0.299 -0.685  -0.3007
C: -23.732 0.701 -1.195  -0.1408
N: -24.854 0.993 -0.607  0.0090
C: -25.198 0.401 0.537  -0.1786
C: -24.384 -0.590 1.100  -0.1862
N: -23.322 -1.009 0.402  -0.0929
H: -19.485 -0.021 -3.476  0.1419
H: -18.757 -1.727 -1.693  0.1130
H: -23.414 1.431 -1.931  0.0995
H: -26.212 0.677 0.887  0.0913
H: -24.667 -1.104 1.993  0.0917
Cl: -18.850 -2.008 2.313  0.5706
C: -18.211 -3.660 2.755  -0.5750
C: -17.313 -3.807 3.792  -0.1500
C: -16.623 -4.984 3.982  -0.1368
C: -16.897 -6.087 3.164  -0.1331
C: -17.878 -5.988 2.150  -0.6975
Cl: -18.163 -7.252 1.015  0.6034
C: -18.673 -4.753 1.944  -0.7784
S: -19.957 -4.698 0.834  0.4941
H: -17.018 -2.882 4.334  0.1123
H: -15.924 -5.031 4.814  0.0927
H: -16.363 -7.101 3.211  0.1142
Cl: -24.970 -6.845 0.457  0.5462
C: -24.541 -5.112 0.896  -0.3835
C: -23.474 -5.171 1.909  -0.5464
O: -23.254 -6.249 2.689  -0.1407
O: -22.660 -4.247 2.002  -0.0956
H: -25.472 -4.704 1.409  0.1326
H: -24.253 -4.635 -0.009  0.0752
S: -24.448 -2.893 5.660  0.5852
C: -26.004 -2.349 5.394  -0.8388
C: -27.154 -3.156 5.140  -0.1543
C: -28.308 -2.605 4.589  -0.1594
C: -28.408 -1.227 4.531  -0.1914
C: -27.381 -0.411 4.953  -0.1441
C: -26.134 -0.949 5.295  -0.1750
H: -27.052 -4.251 5.291  0.0809
H: -29.005 -3.287 4.087  0.0842
H: -29.348 -0.747 4.174  0.0828
H: -27.492 0.667 4.891  0.0808
H: -25.301 -0.339 5.662  0.0775
C: -21.966 -4.379 7.426  -0.1138
C: -21.361 -4.588 6.197  -0.1286
C: -21.916 -5.326 5.164  -0.0889
C: -23.120 -6.031 5.433  -0.3055
C: -23.664 -5.980 6.713  -0.1650
C: -23.125 -5.150 7.692  -0.1234
Si: -23.946 -6.951 4.056  0.6448
C: -23.413 -8.731 4.263  -0.2205
C: -23.849 -9.613 5.296  -0.1034
C: -23.731 -10.952 5.102  -0.1469
C: -23.198 -11.525 3.941  -0.0992
C: -22.629 -10.692 2.909  -0.0624
C: -22.771 -9.290 3.110  -0.0864
H: -21.582 -3.622 8.121  0.0910
H: -20.366 -4.237 5.935  0.0946
H: -21.416 -5.461 4.200  0.1013
H: -24.454 -6.644 6.961  0.0768
H: -23.592 -5.186 8.665  0.0902
H: -25.415 -6.635 4.104  0.0359
H: -24.465 -9.204 6.136  0.1166
H: -23.952 -11.680 5.923  0.1093
H: -23.204 -12.641 3.815  0.1003
H: -22.108 -11.032 2.017  0.0915
H: -22.315 -8.674 2.358  0.0889



[4]
Computed, not measured: a structure of composition C44H36HfNP2Si at a distorted geometry, with ωB97M-V/def2-TZVPD.

M, Da: 847.30
E, eV: -75439.761
Multiplicity: 1
Total charge: +3
Frontier orbital gap, eV: 6.936

Each line ends with the Löwdin charge.
Atoms and positions in Å:
Hf: 0.168 -0.383 -0.406  1.3973
C: 1.832 -0.038 3.108  -0.1870
Si: 0.600 0.722 1.939  0.5542
C: -1.144 0.705 2.686  -0.2870
C: -1.277 1.336 3.930  -0.0730
C: -2.503 1.448 4.567  -0.0201
C: -3.647 0.924 3.977  -0.0244
C: -3.547 0.273 2.761  -0.0659
C: -2.309 0.161 2.123  -0.3870
P: -2.269 -0.770 0.583  0.9611
C: -3.276 -0.018 -0.691  -0.3754
C: -4.636 -0.259 -0.865  -0.0571
C: -5.315 0.386 -1.888  -0.0191
C: -4.644 1.252 -2.744  -0.0181
C: -3.286 1.495 -2.583  -0.0384
C: -2.615 0.864 -1.549  -0.1331
C: -2.796 -2.453 0.884  -0.3747
C: -2.686 -2.996 2.165  -0.0741
C: -3.047 -4.317 2.379  -0.0428
C: -3.505 -5.093 1.323  -0.0333
C: -3.602 -4.558 0.044  -0.0460
C: -3.243 -3.239 -0.183  -0.0917
C: 1.093 2.490 1.489  -0.2859
C: 1.340 3.342 2.572  -0.0745
C: 1.695 4.670 2.392  -0.0210
C: 1.818 5.188 1.111  -0.0228
C: 1.593 4.369 0.019  -0.0760
C: 1.239 3.030 0.202  -0.3720
P: 1.135 1.991 -1.273  0.9664
C: 2.810 1.518 -1.726  -0.3733
C: 3.735 2.436 -2.224  -0.0521
C: 5.039 2.034 -2.462  -0.0205
C: 5.432 0.725 -2.203  -0.0247
C: 4.522 -0.199 -1.709  -0.0483
C: 3.218 0.209 -1.478  -0.1353
C: 0.399 2.941 -2.604  -0.3894
C: -0.549 3.925 -2.309  -0.1056
C: -1.117 4.656 -3.340  -0.0505
C: -0.762 4.393 -4.658  -0.0343
C: 0.165 3.402 -4.952  -0.0414
C: 0.751 2.674 -3.928  -0.0773
H: 1.875 0.559 4.022  0.0472
H: 2.836 -0.054 2.681  0.0409
H: 1.540 -1.050 3.393  0.0362
H: -0.408 1.753 4.425  0.0992
H: -2.567 1.943 5.526  0.1278
H: -4.606 1.012 4.469  0.1276
H: -4.436 -0.158 2.314  0.1195
H: -5.160 -0.950 -0.217  0.1222
H: -6.373 0.208 -2.024  0.1292
H: -5.183 1.739 -3.545  0.1285
H: -2.763 2.166 -3.250  0.1078
H: -1.548 1.116 -1.413  0.0121
H: -2.350 -2.386 2.995  0.1107
H: -2.985 -4.737 3.374  0.1221
H: -3.798 -6.120 1.498  0.1243
H: -3.969 -5.164 -0.773  0.1219
H: -3.335 -2.822 -1.179  0.1092
H: 1.261 2.970 3.587  0.0983
H: 1.877 5.299 3.253  0.1277
H: 2.094 6.223 0.963  0.1277
H: 1.695 4.778 -0.979  0.1137
H: 3.441 3.458 -2.425  0.1216
H: 5.756 2.744 -2.851  0.1285
H: 6.454 0.423 -2.392  0.1275
H: 4.827 -1.218 -1.517  0.1179
H: 2.517 -0.547 -1.107  0.0143
H: -0.813 4.148 -1.282  0.1152
H: -1.829 5.439 -3.115  0.1238
H: -1.203 4.972 -5.459  0.1249
H: 0.447 3.209 -5.979  0.1230
H: 1.496 1.922 -4.163  0.1116
N: 1.049 -2.412 -0.196  0.0609
C: 1.675 -3.363 0.036  -0.0476
C: 2.407 -4.527 0.314  -0.2141
C: 2.353 -5.597 -0.597  0.0070
C: 3.080 -6.734 -0.317  -0.0223
C: 3.846 -6.800 0.845  0.0037
C: 3.895 -5.736 1.743  -0.0239
C: 3.178 -4.588 1.488  0.0018
H: 1.751 -5.527 -1.493  0.1311
H: 3.054 -7.571 -1.000  0.1295
H: 4.415 -7.696 1.054  0.1324
H: 4.494 -5.810 2.640  0.1286
H: 3.201 -3.753 2.175  0.1246



- The lowest M belongs to which entry?
  C44H36HfNP2Si